ORCA calculation (ωB97M-V with the def2-TZVPD basis set) on C55H153CdN8O19 as an isolated structure in a non-equilibrium geometry.

Geometry as ORCA input:
```
! wB97M-V def2-TZVPD RIJCOSX def2/J DEFGRID3
* xyz 1 1
H 2.44 2.07 -3.58
H 4.77 4.46 -4.45
N 0.25 1.68 6.42
C -1.04 1.03 1.74
H -0.50 6.06 -7.29
O -2.97 -1.03 -3.61
C -2.18 2.30 -1.61
H 0.33 0.86 -6.52
C -2.30 -0.76 5.26
H 4.32 4.76 -1.87
H 0.87 5.73 0.53
H 3.69 6.60 -3.49
H -3.56 -4.21 4.39
H -3.25 4.76 1.70
H 2.04 -4.96 -0.80
H 4.85 -6.16 3.80
H -5.96 3.07 5.19
H -1.18 2.07 -5.02
C 1.32 -0.46 0.17
C 1.34 0.52 -6.77
H -1.72 -6.44 3.91
H 4.52 -4.12 -5.67
O -3.38 5.30 4.27
C 1.43 -0.86 -6.20
H -1.47 -4.53 3.12
H 1.47 0.52 -7.85
C 2.50 -4.19 -2.82
C -6.87 1.69 3.11
H 0.81 4.13 -6.35
C 4.86 -0.26 -0.29
H 0.57 0.49 8.83
H -3.38 -7.78 -2.03
H 0.29 6.08 -5.16
C -1.17 5.64 -6.54
H -2.87 6.45 1.96
C -0.38 -2.18 5.35
N 0.27 3.96 -5.51
H -0.08 5.85 3.76
C 1.44 1.17 6.94
H -1.68 1.08 2.62
O 2.99 -4.59 2.99
H 0.62 9.19 -1.00
H 2.15 -0.16 8.51
H 3.23 0.41 6.18
C 1.65 -5.02 -1.82
H 3.59 -6.46 0.33
O 7.19 -0.30 0.12
H 4.53 1.40 4.14
H 4.03 -3.64 -7.38
H 4.45 -7.68 1.35
H -5.10 -1.32 4.70
C -0.22 -0.70 0.00
H 2.05 1.18 -6.27
H -0.50 -8.71 -4.75
H -2.86 1.54 -2.00
H -2.05 5.89 -1.74
H -0.08 1.52 1.89
C 3.00 -2.89 -2.21
H 1.36 -3.51 3.85
O -6.78 0.90 1.95
H -3.42 6.22 -2.81
N -5.95 3.58 4.32
H -6.87 0.95 3.92
H -2.56 7.52 -2.15
H 1.87 0.01 5.09
H 1.77 1.11 -2.61
O -0.41 0.00 -2.40
H -5.07 4.06 4.43
C -4.45 1.89 3.36
H 1.57 -0.25 -4.17
C 4.78 -5.65 1.87
H 7.87 -0.23 0.79
N -3.06 -1.38 7.48
O -0.83 -7.78 -2.93
H -7.37 0.83 -0.13
C -1.74 1.78 0.67
C 1.83 7.37 -0.81
H -1.27 -3.42 -3.19
H 0.95 -7.98 -4.07
C -3.65 -4.41 3.32
H 0.73 -1.47 -6.78
H -0.21 7.90 -0.10
O -1.50 1.17 -4.97
H -5.48 -1.58 6.35
O 1.85 -3.89 -4.01
H 3.58 -0.72 -6.00
C -2.20 -6.02 -2.21
C 3.54 1.64 3.78
N 1.03 -0.85 -4.77
H -0.69 -5.79 -3.70
C 3.15 5.82 -4.04
H 5.21 -1.41 2.50
C 1.20 0.10 8.03
H -1.31 7.11 3.89
H -5.69 3.14 2.19
H -1.66 2.76 -2.46
H 3.03 -6.96 1.93
C 3.92 -6.73 1.33
C -2.41 6.52 -2.55
H -1.81 -0.95 1.62
H 2.94 7.17 0.82
H -1.74 2.83 0.97
H -1.63 5.20 1.43
C 4.30 -3.32 -6.38
H 4.75 0.68 -0.83
N -2.50 -4.63 -2.33
H 2.89 -2.89 4.15
H -1.12 5.93 5.20
H 0.55 2.39 5.77
H -4.42 1.57 4.40
H -2.26 1.14 -5.55
H 0.69 -0.76 7.60
H 2.94 -1.39 -7.53
H 1.59 0.44 0.72
H -1.95 4.43 -3.97
H -3.16 -4.60 -1.57
H -2.06 -1.43 7.54
H -1.57 -2.25 -0.73
O -0.94 -0.86 5.56
H 2.19 -2.17 -2.25
H -4.37 1.01 2.72
O -3.84 -0.91 -1.18
C -0.56 -2.18 -0.32
H 3.60 2.54 3.16
H -2.37 -1.08 4.22
H -3.16 5.19 5.20
H 3.46 -2.99 -1.22
H 4.80 3.26 -2.51
H -4.14 -6.38 -1.24
H -3.36 -0.86 -2.75
H 6.02 0.80 1.21
Cd -1.07 -0.82 -4.30
C 5.95 -0.20 0.77
H 0.28 -9.45 -3.30
C -1.12 5.14 -3.98
H 3.39 -4.75 -3.08
C -1.38 -6.59 -3.41
C -4.79 -1.04 5.70
H -3.12 -0.52 -0.69
H -2.02 -6.62 -4.28
H 2.17 -2.71 2.52
H -1.97 4.06 3.54
H 3.77 -2.43 -2.83
C -3.51 -6.70 -2.08
H 5.80 -7.07 2.88
C 0.11 2.63 -0.69
H 1.84 -0.40 -0.79
H 3.38 0.85 3.05
H -3.57 2.52 3.23
O 3.09 -2.67 -5.86
H 1.74 -1.34 0.67
C -7.41 1.47 0.75
C -5.72 2.66 3.17
H 0.16 -2.56 -1.03
H -3.56 -1.67 -4.01
H 1.43 -1.73 -4.47
H 5.06 -1.06 -1.00
H 3.09 3.52 -2.22
H -3.08 -4.47 -3.14
O -1.58 6.44 -3.68
H -2.41 -4.39 0.55
H -1.35 -5.77 0.77
H -2.67 3.14 -1.12
H -3.07 -6.00 0.98
N 5.49 -6.11 3.02
H -4.46 -1.19 -0.50
H 1.65 -6.06 -2.13
H 2.42 7.40 -1.73
H -1.68 -6.18 -1.26
H 0.71 2.63 0.22
N -0.88 0.22 -1.06
C -2.19 5.13 3.51
H -3.23 -2.59 5.81
O 3.03 3.50 -4.65
H -4.55 -4.94 3.00
C -2.48 5.44 2.07
C 2.30 0.77 5.73
O 2.59 1.88 4.86
H -3.34 -0.49 7.88
C -2.26 -5.30 1.14
C 0.49 8.11 -0.92
H 3.87 -0.52 0.07
H -2.78 1.44 0.61
C 0.03 -8.52 -3.82
C -2.35 -5.06 2.75
C -0.38 5.24 -5.35
H -1.84 6.47 -6.31
H 1.83 2.09 7.38
C 1.44 5.89 -0.39
O -0.65 -2.82 -3.62
C 4.03 -4.39 2.16
C 2.33 -3.39 3.37
H -0.19 -0.92 2.15
H 0.84 5.52 -1.22
H 5.59 -5.41 1.18
H 6.91 -1.54 2.20
H 5.19 -2.68 -6.39
O -2.32 -6.38 3.16
H -0.33 4.86 -3.28
H 0.77 2.49 -1.55
H 3.57 -3.96 1.26
H -4.23 -6.66 -2.89
C 2.86 -1.41 -6.44
H 0.11 -3.37 -3.80
H 1.00 3.79 -4.84
H -8.47 1.69 0.90
H -0.48 -2.77 0.59
H -2.52 0.31 5.34
C 3.99 4.00 -2.58
H -7.85 2.17 3.10
C 5.94 -1.46 1.70
O 2.34 1.14 -3.38
H 4.70 -3.67 2.62
H -6.95 2.44 0.56
C 3.79 4.44 -3.98
O 2.52 7.84 0.28
H -0.34 1.02 5.92
H 2.33 5.26 -0.35
H -0.41 -2.33 4.27
H 2.98 6.12 -5.07
H 0.58 -2.26 5.86
H 2.14 5.69 -3.65
C -1.15 1.67 -0.74
H -0.25 3.66 -0.71
H -1.82 4.81 -6.82
H -0.02 7.75 -1.81
H 2.46 -3.49 -4.63
H -4.88 0.01 5.95
H -3.85 -3.48 2.78
C -1.08 6.07 4.12
H 5.70 -2.37 1.15
H 2.94 3.67 -5.59
H 0.62 -4.66 -1.72
H -0.99 -2.99 5.74
C -0.85 -0.48 1.39
C -3.35 -1.53 6.03
*
```

Properties
Calculated total energy: -114890.6818 eV
LUMO level: -2.55 eV
Orbital gap: 6.132 eV
HOMO level: -0.3192 Eh

Results of the Löwdin charge analysis, in e, for atoms 1 through 99: number 1, H, carries -0.007; number 2, H, carries 0.145; number 3, N, carries 0.032; number 4, C, carries -0.172; number 5, H, carries 0.088; number 6, O, carries -0.112; number 7, C, carries -0.041; number 8, H, carries 0.054; number 9, C, carries -0.229; number 10, H, carries 0.093; number 11, H, carries 0.076; number 12, H, carries 0.089; number 13, H, carries 0.062; number 14, H, carries 0.068; number 15, H, carries 0.065; number 16, H, carries 0.074; number 17, H, carries 0.065; number 18, H, carries 0.030; number 19, C, carries -0.027; number 20, C, carries -0.059; number 21, H, carries 0.100; number 22, H, carries 0.095; number 23, O, carries -0.063; number 24, C, carries -0.385; number 25, H, carries 0.114; number 26, H, carries 0.094; number 27, C, carries -0.462; number 28, C, carries -0.228; number 29, H, carries 0.079; number 30, C, carries -0.040; number 31, H, carries 0.080; number 32, H, carries 0.091; number 33, H, carries 0.127; number 34, C, carries -0.049; number 35, H, carries 0.092; number 36, C, carries -0.069; number 37, N, carries 0.066; number 38, H, carries 0.072; number 39, C, carries -0.444; number 40, H, carries 0.091; number 41, O, carries -0.160; number 42, H, carries 0.085; number 43, H, carries 0.075; number 44, H, carries 0.119; number 45, C, carries -0.010; number 46, H, carries 0.067; number 47, O, carries -0.064; number 48, H, carries 0.079; number 49, H, carries 0.099; number 50, H, carries 0.080; number 51, H, carries 0.075; number 52, C, carries -0.425; number 53, H, carries 0.077; number 54, H, carries 0.086; number 55, H, carries 0.080; number 56, H, carries 0.077; number 57, H, carries 0.103; number 58, C, carries -0.039; number 59, H, carries 0.057; number 60, O, carries -0.212; number 61, H, carries 0.089; number 62, N, carries 0.062; number 63, H, carries 0.126; number 64, H, carries 0.092; number 65, H, carries 0.116; number 66, H, carries 0.003; number 67, O, carries -0.373; number 68, H, carries 0.024; number 69, C, carries -0.067; number 70, H, carries 0.037; number 71, C, carries -0.458; number 72, H, carries 0.088; number 73, N, carries 0.057; number 74, O, carries -0.176; number 75, H, carries 0.079; number 76, C, carries -0.184; number 77, C, carries -0.456; number 78, H, carries -0.012; number 79, H, carries 0.079; number 80, C, carries -0.033; number 81, H, carries 0.139; number 82, H, carries 0.081; number 83, O, carries -0.110; number 84, H, carries 0.080; number 85, O, carries -0.077; number 86, H, carries 0.140; number 87, C, carries -0.438; number 88, C, carries -0.086; number 89, N, carries 0.005; number 90, H, carries 0.101; number 91, C, carries -0.033; number 92, H, carries 0.060; number 93, C, carries -0.031; number 94, H, carries 0.081; number 95, H, carries 0.131; number 96, H, carries 0.051; number 97, H, carries 0.086; number 98, C, carries -0.061; number 99, C, carries -0.117